## i
The following is a DFT calculation (wB97M-V/def2-TZVPD) of a 2-piece molecular cluster, C4H13N4O overall.

Last column: Mulliken charge in e.
Positions of all 22 atoms, in Å:
C: 0.459 3.110 -2.011  -1.11
C: -0.086 1.705 -1.871  0.60
O: -0.032 1.100 -0.798  -0.66
N: -0.292 0.992 -3.001  -0.39
H: 1.184 3.295 -1.202  0.29
H: -0.234 3.929 -1.932  0.31
H: -0.727 0.078 -2.883  0.23
H: -0.212 1.503 -3.898  0.23
H: 1.226 3.105 -2.753  0.38
C: -1.903 -1.701 1.440  -0.96
C: 0.511 -1.392 1.529  0.68
N: 1.403 -0.383 1.460  -0.38
N: -0.632 -1.271 0.843  -0.12
N: 0.858 -2.428 2.320  -0.37
H: 1.126 0.589 1.257  0.23
H: 2.405 -0.436 1.539  0.22
H: -0.619 -0.398 0.312  0.36
H: 0.350 -3.308 2.245  0.25
H: 1.753 -2.388 2.764  0.22
H: -2.778 -1.352 0.843  0.35
H: -1.809 -1.541 2.508  0.34
H: -1.950 -2.808 1.287  0.32

Properties
Multiplicity ... 1
Total charge ... +1
Kohn-Sham gap ... 10.87 eV
LUMO energy ... -0.0952 hartree


## ii
The following is a DFT calculation (wB97M-V/def2-TZVPD) of a 2-piece molecular cluster, C4H13N4O overall.

Last column: Mulliken charge in e.
Positions of all 22 atoms, in Å:
C: -2.296 -2.955 0.840  -0.87
C: -0.984 -2.547 0.087  0.57
O: -0.551 -1.409 0.104  -0.60
N: -0.246 -3.534 -0.410  -0.39
H: 0.590 -3.067 -0.815  0.21
H: -0.487 -4.515 -0.609  0.22
H: -2.231 -2.458 1.774  0.28
H: -2.417 -4.041 0.800  0.32
H: -3.172 -2.347 0.309  0.24
C: -0.854 1.945 -0.223  -0.82
C: 1.519 2.094 -0.199  0.71
N: 1.906 0.900 0.133  -0.30
N: 0.399 2.470 -0.756  -0.16
N: 2.500 3.104 -0.031  -0.45
H: 1.406 -0.034 -0.077  0.20
H: 2.851 0.641 0.320  0.26
H: 0.298 3.389 -0.997  0.24
H: 2.191 4.068 -0.035  0.21
H: 3.478 2.959 0.334  0.23
H: -1.375 2.661 0.582  0.27
H: -1.023 0.933 0.026  0.33
H: -1.503 1.743 -1.155  0.32

Properties
Multiplicity ... 1
Total charge ... +1
Kohn-Sham gap ... 10.36 eV
LUMO energy ... -0.1025 hartree


## iii
The following is a DFT calculation (wB97M-V/def2-TZVPD) of a 2-piece molecular cluster, C4H13N4O overall.

Last column: Mulliken charge in e.
Positions of all 22 atoms, in Å:
C: 0.815 3.296 2.059  -0.96
C: 0.068 2.454 1.079  0.62
O: -0.099 1.263 1.312  -0.61
N: -0.340 3.024 -0.074  -0.33
H: 0.630 2.910 3.059  0.28
H: 0.743 4.375 1.943  0.34
H: -0.724 2.534 -0.860  0.17
H: -0.397 4.039 -0.094  0.21
H: 1.889 3.138 1.882  0.27
C: -0.037 -2.768 -2.388  -0.89
C: -0.248 -1.655 -0.229  0.63
N: -1.278 -1.550 0.603  -0.30
N: -0.444 -1.588 -1.566  -0.23
N: 0.786 -2.390 0.248  -0.40
H: -2.235 -1.326 0.362  0.24
H: -1.096 -1.389 1.583  0.20
H: -0.632 -0.706 -2.015  0.29
H: 1.641 -2.369 -0.292  0.24
H: 0.943 -2.256 1.239  0.25
H: -0.375 -2.551 -3.402  0.35
H: -0.649 -3.586 -2.024  0.32
H: 1.040 -2.900 -2.426  0.30

Properties
Multiplicity ... 1
Total charge ... +1
Kohn-Sham gap ... 9.74 eV
LUMO energy ... -0.1207 hartree


Most stable structure, least stable structure: i, ii.


## i
The following is a DFT calculation (wB97M-V/def2-TZVPD) of C6H9ClOS as an isolated structure.

Last column: Mulliken charge in e.
Positions of all 18 atoms, in Å:
C: 1.134 0.422 1.132  -0.14
C: 0.900 -0.725 2.131  0.29
C: -0.060 0.192 0.382  -0.02
C: 0.688 0.046 -1.967  -1.15
C: -1.850 -0.053 -1.324  -1.71
C: -0.441 0.488 -1.022  1.21
O: 1.984 1.254 1.145  -0.56
S: -0.704 -1.102 1.253  -0.08
Cl: -0.008 0.330 5.398  -0.08
H: 1.615 -1.588 1.857  0.26
H: 0.804 -0.438 3.192  -0.32
H: 1.302 -0.722 -1.464  0.27
H: 1.396 0.865 -2.350  0.29
H: 0.243 -0.236 -3.010  0.33
H: -1.747 -1.113 -1.654  0.40
H: -2.278 0.455 -2.212  0.41
H: -2.505 0.317 -0.509  0.43
H: -0.474 1.610 -0.979  0.18

Properties
Multiplicity ... 1
Total charge ... 0
Kohn-Sham gap (spin up / spin down) ... 8.77 / 3.53 eV
LUMO energy (spin up / spin down) ... -0.0393 / -0.1535 hartree


## ii
The following is a DFT calculation (wB97M-V/def2-TZVPD) of C6H9ClOS as an isolated structure.

Last column: Mulliken charge in e.
Positions of all 18 atoms, in Å:
C: -1.543 0.188 -0.459  0.09
C: -1.909 -0.935 -1.432  -0.43
C: -0.082 -0.052 -0.380  0.08
C: 0.457 1.744 1.256  -1.26
C: 1.844 -0.461 1.026  -1.25
C: 1.037 0.657 0.337  0.72
O: -2.213 1.107 -0.162  -0.44
S: -0.089 -1.531 -1.321  0.13
Cl: -1.251 -3.560 -3.136  -0.68
H: -2.485 -1.587 -0.742  0.30
H: -2.168 -0.736 -2.495  0.43
H: -0.285 2.450 0.678  0.35
H: 1.211 2.580 1.518  0.35
H: -0.081 1.336 2.162  0.31
H: 1.068 -1.190 1.479  0.33
H: 2.497 0.008 1.815  0.36
H: 2.365 -1.093 0.256  0.36
H: 1.625 1.076 -0.401  0.25

Properties
Multiplicity ... 1
Total charge ... 0
Kohn-Sham gap (spin up / spin down) ... 4.91 / 4.92 eV
LUMO energy (spin up / spin down) ... -0.1205 / -0.1203 hartree


Most stable structure, least stable structure: ii, i.


## i
The following is a DFT calculation (wB97M-V/def2-TZVPD) of a 8-piece molecular cluster, C12H40O14 overall.

Last column: Mulliken charge in e.
Positions of all 66 atoms, in Å:
O: 14.629 18.502 -21.697  -0.53
C: 14.381 17.226 -21.150  0.04
C: 15.530 16.282 -21.532  -0.61
O: 15.472 15.058 -20.818  -0.49
H: 15.522 18.714 -21.542  0.34
H: 14.461 17.269 -20.155  -0.02
H: 13.416 16.788 -21.295  0.38
H: 16.527 16.697 -21.436  0.32
H: 15.328 16.128 -22.631  0.32
H: 15.951 14.450 -21.402  0.31
O: 13.096 18.761 -13.219  -0.56
C: 13.895 18.117 -14.215  0.32
C: 15.379 18.322 -13.899  -0.31
O: 15.734 17.519 -12.837  -0.52
H: 13.742 19.099 -12.544  0.36
H: 13.489 17.098 -14.427  0.11
H: 13.514 18.465 -15.165  -0.26
H: 15.657 19.377 -13.702  0.32
H: 15.911 18.040 -14.862  0.17
H: 16.729 17.422 -12.952  0.37
O: 7.402 18.901 -19.201  -0.54
C: 8.743 18.489 -19.274  0.51
C: 9.562 19.297 -20.292  -0.63
O: 10.856 18.702 -20.563  -0.51
H: 6.992 19.076 -20.059  0.33
H: 9.196 18.581 -18.398  -0.27
H: 8.810 17.439 -19.562  0.12
H: 9.753 20.317 -19.882  0.24
H: 9.000 19.492 -21.180  0.55
H: 10.715 17.738 -20.741  0.25
O: 17.190 19.196 -17.634  -0.62
C: 15.789 19.323 -17.643  0.25
C: 15.491 20.712 -17.082  -0.19
O: 15.858 20.817 -15.763  -0.56
H: 17.432 19.008 -16.675  0.41
H: 15.417 19.223 -18.591  0.22
H: 15.265 18.535 -17.164  -0.27
H: 14.414 20.893 -17.081  0.08
H: 15.944 21.487 -17.664  0.34
H: 15.391 21.568 -15.306  0.33
O: 10.416 15.302 -17.430  -0.65
C: 11.325 16.366 -17.465  0.94
C: 12.636 15.710 -17.741  -0.84
O: 13.675 16.577 -17.671  -0.27
H: 9.547 15.631 -17.700  0.38
H: 11.120 16.966 -18.271  -0.35
H: 11.268 16.881 -16.522  -0.16
H: 12.580 15.434 -18.753  0.32
H: 12.746 14.835 -17.084  0.41
H: 14.485 16.166 -17.511  0.23
O: 9.053 17.701 -15.516  -0.49
C: 8.658 19.031 -15.541  -0.59
C: 9.943 19.891 -15.500  -0.13
O: 10.356 19.958 -16.894  -0.48
H: 9.662 17.638 -14.829  0.28
H: 8.093 19.144 -16.402  0.29
H: 7.969 19.127 -14.700  0.33
H: 10.667 19.320 -14.918  0.03
H: 9.860 20.828 -15.004  0.40
H: 11.146 19.338 -17.029  0.19
O: 12.096 21.898 -19.245  -0.62
H: 11.960 21.272 -18.543  0.28
H: 12.814 22.431 -19.029  0.27
O: 12.593 18.998 -18.171  0.04
H: 12.913 18.094 -17.979  -0.26
H: 12.036 18.873 -18.928  0.30

Properties
Multiplicity ... 1
Total charge ... 0
Kohn-Sham gap ... 9.94 eV
LUMO energy ... 0.0088 hartree


## ii
The following is a DFT calculation (wB97M-V/def2-TZVPD) of a 8-piece molecular cluster, C12H40O14 overall.

Last column: Mulliken charge in e.
Positions of all 66 atoms, in Å:
O: -1.817 -0.945 -1.258  -0.26
C: -2.965 -1.736 -0.863  -0.37
C: -2.376 -2.921 -0.119  -0.65
O: -3.338 -3.778 0.418  -0.54
H: -1.066 -1.483 -1.479  0.11
H: -3.640 -1.127 -0.247  0.18
H: -3.403 -2.177 -1.786  0.40
H: -1.797 -2.431 0.620  0.25
H: -1.706 -3.385 -0.835  0.43
H: -3.892 -4.109 -0.308  0.34
O: -0.425 0.319 4.069  -0.49
C: 0.989 0.465 3.912  0.09
C: 1.515 -0.109 5.140  -0.41
O: 2.913 -0.089 5.048  -0.50
H: -0.659 -0.551 3.705  0.30
H: 1.159 -0.277 3.070  -0.20
H: 1.357 1.500 3.668  0.31
H: 1.110 -1.037 5.507  0.35
H: 1.253 0.651 5.942  0.27
H: 3.229 -0.410 5.945  0.29
O: -1.708 -0.309 -4.870  -0.60
C: -0.565 0.093 -4.215  0.18
C: -0.777 1.491 -3.491  -0.09
O: 0.462 2.134 -3.237  -0.58
H: -1.685 -1.186 -5.266  0.32
H: -0.297 -0.656 -3.493  -0.19
H: 0.305 0.061 -4.903  0.29
H: -1.264 1.374 -2.601  0.08
H: -1.314 2.168 -4.183  0.31
H: 1.100 1.782 -2.638  0.39
O: 4.148 -0.908 -1.841  -0.53
C: 3.480 -1.120 -3.003  -0.08
C: 3.757 -0.014 -3.970  -0.50
O: 3.124 -0.168 -5.191  -0.55
H: 4.012 -1.655 -1.251  0.29
H: 3.855 -2.082 -3.353  0.41
H: 2.481 -1.193 -2.661  -0.03
H: 4.846 -0.127 -4.254  0.23
H: 3.639 1.030 -3.616  0.33
H: 2.809 0.742 -5.353  0.35
O: -4.917 2.399 3.481  -0.52
C: -4.843 1.999 2.113  -0.57
C: -3.510 1.317 1.786  -0.01
O: -3.455 0.135 2.620  -0.51
H: -5.798 2.660 3.605  0.30
H: -5.695 1.349 1.896  0.32
H: -4.930 2.923 1.514  0.33
H: -2.577 1.814 2.021  0.12
H: -3.501 1.076 0.694  0.19
H: -3.578 0.474 3.480  0.31
O: 1.722 0.867 -1.163  -0.33
C: 1.437 1.754 0.014  -0.78
C: 0.069 1.357 0.405  0.11
O: 0.184 -0.046 0.563  0.53
H: 1.717 0.011 -0.775  0.01
H: 2.098 1.504 0.792  0.30
H: 1.389 2.810 -0.421  0.36
H: -0.572 1.601 -0.494  0.15
H: -0.235 1.976 1.270  0.16
H: -0.701 -0.287 0.463  -0.27
O: 3.922 -0.248 2.105  -0.56
H: 3.472 0.282 2.668  0.25
H: 4.834 -0.462 2.370  0.24
O: 2.250 -1.984 0.506  -0.64
H: 2.956 -1.535 0.985  0.44
H: 1.415 -1.574 0.743  0.12

Properties
Multiplicity ... 1
Total charge ... 0
Kohn-Sham gap ... 9.83 eV
LUMO energy ... 0.0156 hartree


Most stable structure, least stable structure: ii, i.


## i
The following is a DFT calculation (wB97M-V/def2-TZVPD) of a 3-piece molecular cluster, C3H12O3 overall.

Last column: Mulliken charge in e.
Positions of all 18 atoms, in Å:
C: -1.516 1.159 -0.721  -1.23
C: -0.726 0.977 0.657  0.43
C: -1.087 -0.352 1.356  -1.11
O: 0.663 1.089 0.376  -0.47
H: -1.203 2.137 -1.086  0.34
H: -2.602 1.064 -0.693  0.37
H: -1.075 0.508 -1.477  0.32
H: -1.071 1.725 1.372  0.31
H: -2.089 -0.386 1.783  0.37
H: -0.333 -0.793 2.007  0.25
H: -1.209 -1.058 0.535  0.27
H: 0.903 0.550 -0.381  0.21
O: 1.610 -0.760 -1.647  -0.69
H: 1.718 -1.205 -2.487  0.28
H: 1.866 0.146 -1.821  0.31
O: 2.221 -1.951 0.777  -0.65
H: 2.045 -1.314 1.470  0.31
H: 1.886 -1.537 -0.019  0.38

Properties
Multiplicity ... 1
Total charge ... 0
Kohn-Sham gap ... 10.64 eV
LUMO energy ... 0.0107 hartree


## ii
The following is a DFT calculation (wB97M-V/def2-TZVPD) of a 3-piece molecular cluster, C3H12O3 overall.

Last column: Mulliken charge in e.
Positions of all 18 atoms, in Å:
C: -0.371 1.999 0.904  -1.13
C: -0.423 0.785 0.014  -0.28
C: 0.960 0.509 -0.676  -0.46
O: 1.743 -0.368 0.147  -0.48
H: -0.966 1.922 1.822  0.30
H: 0.656 2.309 1.151  0.26
H: -0.714 2.822 0.257  0.34
H: -1.067 1.066 -0.821  0.19
H: -0.746 -0.162 0.469  0.41
H: 1.525 1.455 -0.700  0.30
H: 0.902 0.061 -1.663  0.25
H: 1.119 -0.912 0.644  0.32
O: 2.383 -2.839 1.718  -0.64
H: 2.938 -3.338 1.124  0.31
H: 2.889 -2.030 1.742  0.31
O: -3.504 -1.169 -1.700  -0.63
H: -4.165 -0.523 -1.948  0.31
H: -3.157 -1.588 -2.485  0.31

Properties
Multiplicity ... 1
Total charge ... 0
Kohn-Sham gap ... 10.91 eV
LUMO energy ... 0.0294 hartree


Most stable structure, least stable structure: i, ii.


## i
The following is a DFT calculation (wB97M-V/def2-TZVPD) of C3H2N2 as an isolated structure.

Last column: Mulliken charge in e.
Positions of all 7 atoms, in Å:
C: 1.497 -0.337 -0.885  -0.25
C: 0.680 -0.783 -2.343  0.29
C: 0.133 -0.073 -0.356  -0.26
N: -0.536 -0.827 -2.489  -0.19
N: -0.930 -0.452 -1.274  -0.22
H: 0.159 -0.518 0.654  0.34
H: -0.160 1.007 -0.400  0.29

Properties
Multiplicity ... 1
Total charge ... 0
Kohn-Sham gap (spin up / spin down) ... 7.20 / 7.17 eV
LUMO energy (spin up / spin down) ... -0.0795 / -0.0793 hartree


## ii
The following is a DFT calculation (wB97M-V/def2-TZVPD) of C3H2N2 as an isolated structure.

Last column: Mulliken charge in e.
Positions of all 7 atoms, in Å:
C: -0.358 0.638 0.308  -0.53
C: 1.238 0.841 -1.530  0.00
C: -0.317 -0.679 0.669  0.01
N: 0.853 0.072 -0.687  0.61
N: 0.651 -1.172 -0.226  -0.76
H: -1.128 1.481 0.135  0.27
H: -0.939 -1.181 1.332  0.41

Properties
Multiplicity ... 1
Total charge ... 0
Kohn-Sham gap ... 7.42 eV
LUMO energy ... -0.0467 hartree


## iii
The following is a DFT calculation (wB97M-V/def2-TZVPD) of one molecule with the formula C3H2N2.

Last column: Mulliken charge in e.
Positions of all 7 atoms, in Å:
C: 0.844 0.769 0.223  -0.36
C: -0.448 -1.153 0.217  -0.20
C: 2.032 0.171 0.106  0.36
N: 2.918 -0.530 -0.107  -0.41
N: -0.197 0.011 0.119  -0.05
H: 0.868 1.783 0.532  0.35
H: -0.921 -1.891 -0.287  0.30

Properties
Multiplicity ... 1
Total charge ... 0
Kohn-Sham gap (spin up / spin down) ... 7.92 / 7.93 eV
LUMO energy (spin up / spin down) ... -0.0219 / -0.0218 hartree


Most stable structure, least stable structure: iii, i.


## i
The following is a DFT calculation (wB97M-V/def2-TZVPD) of one molecule with the formula C8H6N2O.

Last column: Mulliken charge in e.
Positions of all 17 atoms, in Å:
C: 0.424 1.398 2.845  -0.35
C: 1.472 1.228 2.024  -0.20
C: 1.318 0.622 0.686  -0.46
C: 0.022 0.121 0.397  0.53
C: -0.259 -0.486 -0.819  0.37
N: -1.128 -1.422 -1.163  -0.55
C: -0.934 -1.652 -2.521  -0.19
C: 0.090 -0.885 -2.921  -0.07
O: 0.560 -0.172 -1.918  -0.27
N: -1.017 0.311 1.250  -0.49
C: -0.836 0.837 2.411  -0.08
H: 0.558 2.020 3.830  0.25
H: 2.538 1.509 2.317  0.30
H: 2.210 0.782 -0.067  0.25
H: -1.569 -2.556 -3.048  0.27
H: 0.698 -0.730 -3.954  0.28
H: -1.683 1.026 3.039  0.40

Properties
Multiplicity ... 1
Total charge ... 0
Kohn-Sham gap ... 8.85 eV
LUMO energy ... 0.0074 hartree


## ii
The following is a DFT calculation (wB97M-V/def2-TZVPD) of one molecule with the formula C8H6N2O.

Last column: Mulliken charge in e.
Positions of all 17 atoms, in Å:
O: 2.204 2.139 0.097  -0.60
C: 1.797 0.999 -0.055  0.52
C: 2.749 -0.175 -0.212  -0.20
N: 2.359 -1.418 -0.055  -0.76
N: 1.027 -1.718 0.002  0.12
C: 0.018 -0.745 -0.084  0.28
C: -1.372 -1.201 -0.020  -0.45
C: -2.407 -0.268 -0.036  -0.48
C: -2.105 1.059 -0.096  -0.40
C: -0.769 1.559 -0.030  -0.39
C: 0.313 0.656 0.027  0.40
H: 3.850 0.141 -0.128  0.34
H: 0.721 -2.639 0.612  0.31
H: -1.625 -2.271 0.052  0.30
H: -3.395 -0.592 0.101  0.43
H: -2.925 1.840 -0.327  0.26
H: -0.441 2.635 0.152  0.33

Properties
Multiplicity ... 1
Total charge ... 0
Kohn-Sham gap ... 8.49 eV
LUMO energy ... -0.0044 hartree


Most stable structure, least stable structure: ii, i.